{"formula": "C36H65BrCl46FN2", "method": "the ωB97M-V functional and the def2-TZVPD basis", "species": ["C", "C", "F", "C", "C", "N", "C", "C", "C", "C", "C", "C", "C", "C", "N", "C", "Br", "H", "H", "H", "H", "H", "H", "H", "H", "H", "H", "H", "H", "H", "H", "H", "H", "H", "H", "H", "C", "Cl", "Cl", "H", "H", "C", "Cl", "Cl", "H", "H", "C", "Cl", "Cl", "H", "H", "C", "Cl", "Cl", "H", "H", "C", "Cl", "Cl", "H", "H", "C", "Cl", "Cl", "H", "H", "C", "Cl", "Cl", "H", "H", "C", "Cl", "Cl", "H", "H", "C", "Cl", "Cl", "H", "H", "C", "Cl", "Cl", "H", "H", "C", "Cl", "Cl", "H", "H", "C", "Cl", "Cl", "H", "H", "C", "Cl", "Cl", "H", "H", "C", "Cl", "Cl", "H", "H", "C", "Cl", "Cl", "H", "H", "C", "Cl", "Cl", "H", "H", "C", "Cl", "Cl", "H", "H", "C", "Cl", "Cl", "H", "H", "C", "Cl", "Cl", "H", "H", "C", "Cl", "Cl", "H", "H", "C", "Cl", "Cl", "H", "H", "C", "Cl", "Cl", "H", "H", "C", "Cl", "Cl", "H", "H"], "coordinates": [[-0.107, 1.834, 5.528], [-1.418, 1.465, 4.687], [-2.319, 0.905, 5.647], [-1.015, 0.338, 3.670], [-0.793, 0.820, 2.182], [-2.003, 1.317, 1.527], [-1.779, 1.826, 0.155], [-0.322, 1.662, -0.415], [-0.103, 0.253, -1.079], [-1.164, -0.778, -1.083], [-0.938, -2.103, -1.677], [0.339, -2.497, -2.291], [1.394, -1.457, -2.314], [1.164, -0.133, -1.732], [0.793, 1.871, 0.570], [0.384, 1.865, 2.001], [-0.043, 3.722, 2.502], [0.770, 1.492, 4.897], [0.029, 2.935, 5.660], [-0.049, 1.239, 6.471], [-1.872, 2.375, 4.227], [-1.896, -0.371, 3.619], [-0.147, -0.292, 4.013], [-0.489, -0.115, 1.616], [-2.500, 1.990, 2.117], [-1.994, 2.938, 0.177], [-2.537, 1.405, -0.566], [-0.193, 2.446, -1.216], [-2.179, -0.566, -0.634], [-1.752, -2.870, -1.687], [0.483, -3.512, -2.710], [2.385, -1.729, -2.778], [2.035, 0.573, -1.790], [1.598, 1.186, 0.477], [1.214, 2.795, 0.373], [1.224, 1.540, 2.679], [4.172, 1.954, 1.936], [3.405, 0.776, 0.856], [4.161, 3.568, 1.223], [3.625, 1.980, 2.875], [5.201, 1.648, 2.114], [-4.599, -2.136, -1.589], [-4.220, -0.672, -0.666], [-4.227, -3.582, -0.648], [-5.659, -2.135, -1.830], [-4.011, -2.142, -2.504], [-5.424, -5.450, 2.671], [-6.187, -4.035, 1.936], [-4.102, -6.056, 1.664], [-5.027, -5.172, 3.645], [-6.175, -6.239, 2.787], [1.275, -5.809, 0.319], [0.504, -4.379, -0.396], [2.652, -6.369, -0.646], [1.625, -5.558, 1.315], [0.535, -6.609, 0.375], [-2.612, -2.214, 5.912], [-3.815, -3.489, 5.687], [-1.217, -2.796, 6.828], [-2.276, -1.874, 4.936], [-3.070, -1.390, 6.452], [7.973, 3.991, -0.136], [7.345, 5.305, 0.865], [7.469, 2.411, 0.485], [7.591, 4.107, -1.148], [9.058, 4.039, -0.141], [-3.502, -9.256, -0.889], [-2.352, -7.940, -1.154], [-5.128, -8.800, -1.416], [-3.178, -10.125, -1.458], [-3.529, -9.495, 0.166], [-2.527, 6.227, 0.835], [-3.300, 5.038, -0.227], [-2.524, 7.831, 0.103], [-3.072, 6.268, 1.775], [-1.500, 5.922, 1.018], [4.596, 5.572, -1.658], [3.811, 6.999, -2.340], [5.953, 5.039, -2.661], [4.967, 5.813, -0.665], [3.869, 4.767, -1.597], [6.438, -1.431, 3.097], [7.186, -0.274, 1.987], [4.756, -1.751, 2.652], [6.995, -2.362, 3.061], [6.464, -1.023, 4.104], [5.688, -2.312, -3.823], [4.114, -2.319, -3.007], [5.627, -1.382, -5.322], [6.424, -1.866, -3.161], [5.969, -3.336, -4.054], [7.595, 8.882, 2.850], [8.344, 10.025, 1.731], [5.915, 8.553, 2.405], [8.153, 7.950, 2.828], [7.617, 9.303, 3.851], [-7.372, -9.576, 2.954], [-6.226, -8.288, 2.553], [-9.022, -9.124, 2.518], [-7.096, -10.474, 2.408], [-7.328, -9.764, 4.023], [0.029, 11.009, 0.634], [-1.410, 11.070, -0.391], [0.481, 9.340, 1.007], [0.853, 11.489, 0.114], [-0.178, 11.533, 1.563], [-2.687, 7.594, -3.398], [-4.137, 8.200, -4.205], [-2.045, 6.166, -4.222], [-1.928, 8.374, -3.403], [-2.937, 7.328, -2.376], [1.180, 7.610, -5.099], [1.552, 8.794, -3.838], [1.281, 8.331, -6.708], [1.892, 6.791, -5.034], [0.171, 7.237, -4.943], [-0.991, -9.207, 2.471], [-1.726, -10.442, 1.449], [-0.968, -7.610, 1.696], [-1.559, -9.137, 3.395], [0.031, -9.504, 2.687], [2.384, -6.342, 4.604], [1.607, -7.510, 3.527], [2.458, -4.734, 3.875], [1.816, -6.283, 5.529], [3.393, -6.676, 4.813], [6.242, -5.600, 4.222], [5.580, -4.290, 5.215], [5.738, -7.187, 4.811], [5.895, -5.475, 3.199], [7.327, -5.548, 4.254], [-0.123, -6.233, -4.209], [1.420, -5.620, -3.604], [-1.459, -5.750, -3.156], [-0.295, -5.832, -5.206], [-0.082, -7.319, -4.249], [-6.636, 7.533, -6.834], [-8.202, 7.535, -6.011], [-6.703, 8.453, -8.342], [-5.894, 7.981, -6.181], [-6.360, 6.507, -7.058], [-6.599, 3.978, -4.734], [-6.094, 2.349, -4.267], [-5.374, 4.770, -5.734], [-7.525, 3.913, -5.298], [-6.755, 4.570, -3.836], [-1.171, -4.245, -7.776], [-2.105, -4.019, -6.292], [0.295, -5.187, -7.475], [-1.785, -4.771, -8.502], [-0.890, -3.271, -8.167]], "lowdin_charge": [-0.043, -0.320, -0.063, -0.095, -0.320, -0.016, -0.180, -0.186, -0.152, -0.048, -0.110, -0.173, -0.097, -0.051, -0.020, -0.552, 0.838, 0.059, 0.070, 0.096, 0.104, 0.121, 0.137, 0.166, 0.105, 0.037, 0.091, 0.171, -0.033, 0.048, -0.018, -0.091, 0.095, -0.008, 0.124, 0.096, -0.943, 0.648, 0.559, 0.035, -0.033, -0.947, 0.606, 0.515, 0.035, 0.032, -1.058, 0.495, 0.468, -0.011, -0.098, -1.016, 0.633, 0.497, -0.045, -0.082, -1.039, 0.540, 0.508, -0.009, 0.022, -0.996, 0.517, 0.494, -0.059, 0.036, -1.052, 0.457, 0.510, 0.030, -0.061, -0.993, 0.560, 0.544, 0.035, -0.017, -1.039, 0.524, 0.567, -0.025, 0.005, -1.003, 0.514, 0.489, 0.016, 0.033, -0.976, 0.629, 0.523, 0.028, 0.031, -1.034, 0.511, 0.480, 0.012, 0.027, -0.983, 0.586, 0.523, 0.029, 0.030, -1.008, 0.495, 0.475, 0.029, 0.029, -1.012, 0.553, 0.527, 0.026, -0.061, -1.035, 0.471, 0.520, 0.019, -0.056, -0.969, 0.593, 0.512, 0.038, -0.009, -0.987, 0.571, 0.507, 0.038, -0.072, -0.989, 0.503, 0.570, 0.032, 0.029, -0.983, 0.529, 0.486, -0.091, 0.039, -1.082, 0.500, 0.512, -0.045, -0.060, -1.003, 0.501, 0.553, 0.032, 0.031, -0.986, 0.525, 0.553, 0.031, 0.029], "homo_ha": -0.406, "total_energy_ha": -25362.5101, "multiplicity": 1, "homo_lumo_gap_ev": 8.61, "charge": 1}